A molecular structure, C32H35CdMgN11O12 in a non-equilibrium geometry. Source: the Open Molecules 2025 dataset; level of theory: ωB97M-V with the def2-TZVPD basis set.

```
92
Properties=species:S:1:pos:R:3:forces:R:3:mulliken_charge:R:1
Mg 0.341671 0.122095 0.012268 -1.266 -0.304 2.126 1.684
Cd 0.215681 -3.728066 2.679952 0.572 1.510 -0.485 1.655
N -1.313928 2.901826 0.477063 -1.746 -0.114 1.607 0.650
O -2.220036 2.783431 1.304086 -0.829 0.146 0.774 -0.807
O -0.760924 1.876683 0.101205 1.953 -2.960 -1.314 -0.429
O -0.988198 3.959473 0.038233 0.974 2.502 -1.085 -0.713
N 1.399622 -2.962325 -0.167783 -1.368 2.226 -3.493 0.648
O 1.252772 -1.709681 -0.082387 0.798 -1.183 -0.746 -0.450
O 1.413250 -3.528901 -1.304311 0.295 0.879 3.429 -0.553
O 1.487648 -3.526611 0.924834 0.837 -2.895 0.939 -0.696
N -2.027220 -1.864952 1.192751 -0.453 1.956 -0.830 0.127
O -1.464208 -0.926989 0.565677 -1.154 -0.545 0.179 -0.440
O -3.226810 -1.977809 1.295627 0.336 0.167 -0.245 -0.505
O -1.269093 -2.691253 1.729724 0.321 -1.602 0.494 -0.315
N 1.231491 -0.563458 3.102458 2.107 0.572 0.941 0.519
O 0.882404 0.022563 2.108493 -1.316 1.681 -2.127 -0.293
O 1.075537 -1.800124 3.142842 -0.319 -2.394 1.042 -0.510
O 1.873412 -0.005734 3.968142 -0.346 -0.055 0.535 -0.550
N 5.906685 -3.506774 -2.086314 -1.677 -1.188 1.101 0.032
C 7.036566 -3.157668 -2.709083 -0.113 2.908 -0.061 -0.430
C 6.855563 -1.760228 -2.966625 2.143 -1.922 -1.263 -0.948
C 5.579087 -1.397042 -2.600363 -1.744 0.235 1.132 -0.188
C 4.990541 -2.480528 -1.985154 0.855 -0.749 -0.338 -0.470
H 5.723456 -4.407459 -1.667617 0.139 0.089 -0.242 0.197
H 7.861218 -3.839862 -2.853811 -0.110 0.202 -0.003 0.385
H 7.595544 -1.168835 -3.485379 -0.125 0.097 0.040 0.394
H 5.022569 -0.475276 -2.684243 0.502 0.256 -0.179 0.509
H 4.037611 -2.652875 -1.506996 0.049 0.122 -0.180 0.522
N -4.244561 1.631786 -0.487785 1.337 -0.840 0.746 0.230
C -4.507586 0.402104 -1.019609 0.056 -0.556 1.610 -0.372
C -5.494424 0.551325 -1.965300 0.696 -0.573 -0.248 -0.619
C -5.677669 1.923264 -2.075697 -0.734 1.777 -0.619 -0.719
C -4.885305 2.571874 -1.144378 -1.623 1.102 -1.309 -0.378
H -3.696720 1.839922 0.334797 0.456 -0.284 0.058 0.248
H -4.010789 -0.396470 -0.488698 -0.389 -0.469 -0.378 0.332
H -6.007377 -0.187211 -2.563506 0.256 -0.135 0.134 0.447
H -6.328120 2.410565 -2.786930 -0.025 0.036 0.077 0.390
H -4.780285 3.620940 -0.910230 -0.024 -0.133 -0.008 0.482
N -1.550451 1.618208 5.047058 -0.082 -1.039 -0.618 0.212
C -2.219649 1.336650 6.219850 -0.927 -0.863 -2.018 -0.551
C -3.137997 0.290812 5.882768 1.383 1.910 1.881 -0.785
C -2.912587 -0.034721 4.552297 0.116 -1.237 -1.143 -0.756
C -1.906192 0.741179 4.027763 -0.206 1.103 1.513 -0.380
H -0.890106 2.357692 4.854167 0.278 0.205 0.682 0.284
H -2.008777 1.936106 7.093112 -0.283 -0.210 0.016 0.444
H -3.856379 -0.125200 6.573612 0.077 -0.116 -0.139 0.399
H -3.370939 -0.867417 4.039546 -0.202 0.131 -0.131 0.498
H -1.453143 0.836415 3.052020 -0.200 -0.057 0.032 0.621
N -0.200591 -0.120199 -1.871474 -0.100 -0.350 -6.008 1.276
C -1.413882 0.191440 -2.433067 -0.192 0.061 3.581 -0.327
C -1.850412 0.145471 -3.720573 0.098 -0.225 -0.535 -0.969
C -0.915188 -0.189351 -4.643210 2.327 -0.920 -1.737 -0.400
C 0.423939 -0.438046 -4.279338 -1.608 0.060 2.368 -0.907
C 0.692779 -0.450050 -2.890092 -0.023 0.428 -0.622 -0.133
H -2.136151 0.434940 -1.667938 -0.168 0.197 0.012 0.217
H -2.881710 0.292582 -4.005494 -0.063 0.191 0.379 0.584
H -1.091978 -0.377281 -5.691936 -0.660 0.379 -0.155 0.380
H 1.190666 -0.740537 -4.977217 -0.063 0.086 0.001 0.479
H 1.724429 -0.721207 -2.721055 0.003 -0.024 1.133 0.351
N 2.007733 1.137510 -0.405846 4.464 2.738 -0.525 1.058
C 3.302502 0.816166 0.063575 -2.679 1.538 -0.878 -0.343
C 4.391528 1.657973 -0.175298 0.210 -2.807 1.398 -1.099
C 4.297056 2.801296 -0.870406 -0.097 0.999 -1.069 -0.260
C 3.079387 3.148534 -1.413782 -0.757 -0.348 0.643 -1.335
C 1.964950 2.339064 -1.126796 0.469 -1.570 0.183 0.121
H 3.337307 -0.059630 0.694578 0.229 -0.144 -0.163 0.544
H 5.362383 1.324465 0.160287 0.027 -0.034 0.269 0.532
H 5.196638 3.373709 -1.042121 -0.062 0.241 -0.074 0.518
H 3.029927 4.060603 -1.990048 -0.531 -0.078 -0.101 0.448
H 1.003292 2.572398 -1.559427 -0.154 0.106 0.235 0.389
N 0.620053 3.642973 4.625701 0.164 -0.674 0.201 -0.620
C 1.902847 3.470171 5.041859 -0.877 1.067 -0.714 -0.388
C 2.962089 3.846239 4.238977 -0.500 -0.480 -0.388 -0.570
C 2.645866 4.207086 2.930543 1.830 0.157 0.199 -0.028
C 1.373637 4.315330 2.487855 -1.378 0.150 -0.518 -0.433
C 0.346438 4.034958 3.374713 0.886 0.052 1.081 -0.357
H 2.056772 3.132913 6.056241 -0.160 -0.113 0.080 0.375
H 3.992409 3.808806 4.560601 -0.017 -0.108 0.113 0.397
H 3.461911 4.421167 2.256285 0.115 0.140 -0.134 0.400
H 1.123436 4.653608 1.493188 0.097 -0.102 -0.161 0.460
H -0.691049 4.175158 3.109416 -0.172 -0.127 -0.034 0.626
N -2.073957 -5.121436 -3.419801 -0.539 0.172 0.520 -0.584
C -3.293433 -5.699822 -3.341240 0.738 0.893 -0.020 -0.352
C -4.375501 -5.089762 -2.719100 0.737 0.437 0.671 -0.425
C -4.122769 -3.927746 -1.952583 -1.097 -1.368 -0.747 -0.605
C -2.866818 -3.376933 -1.975516 -0.411 0.859 -0.181 0.283
C -1.912707 -3.947810 -2.780422 0.538 -1.387 -0.124 -0.486
H -3.354602 -6.690225 -3.767560 -0.207 -0.008 -0.298 0.384
H -5.357970 -5.534405 -2.777920 -0.037 -0.040 0.192 0.394
H -4.946734 -3.550284 -1.365205 0.104 0.422 0.056 0.449
H -2.664281 -2.422308 -1.512834 0.075 -0.025 0.354 0.340
H -0.913103 -3.538967 -2.774668 0.166 0.173 -0.365 0.565
```
Positions in Å, forces in eV/Å.

Largest force on an atom: 0.1170 Eh/bohr
Calculated total energy: -3112.95082 Ha
ΔE to the lowest compared entry with this formula, charge and spin: 499.17 kJ/mol
LUMO level: -4.0 eV

6 unconnected molecules or ions with the total composition C17H46O7 in a non-equilibrium geometry. Source: the Open Molecules 2025 dataset; level of theory: ωB97M-V with the def2-TZVPD basis set.

```
70
Properties=species:S:1:pos:R:3:forces:R:3:mulliken_charge:R:1
C 37.615000 32.800000 12.541000 -2.659 -3.616 -1.063 -0.008
C 37.916000 31.322000 11.941000 -0.791 1.885 -1.522 -0.136
O 38.950000 30.730000 12.600000 2.513 -0.594 0.895 -0.517
O 36.630000 33.428000 11.736000 -1.657 -1.009 2.588 -0.619
H 38.408000 33.420000 12.649000 3.123 1.459 -0.107 0.313
H 37.242000 32.671000 13.565000 -0.391 -0.006 -0.351 0.036
H 37.933000 31.376000 10.801000 1.176 0.465 0.995 0.156
H 37.124000 30.631000 11.988000 -2.154 -0.227 0.798 0.287
H 39.105000 29.782000 12.406000 -0.504 0.739 -0.315 0.273
H 36.984000 33.798000 10.968000 1.484 0.743 -1.562 0.089
C 37.472000 38.940000 11.078000 0.694 0.698 -1.655 -1.180
C 37.468000 38.224000 12.408000 0.814 0.174 1.725 0.578
C 38.571000 37.125000 12.474000 -1.920 1.813 -2.339 -0.753
O 37.851000 39.201000 13.516000 -2.238 -5.465 0.780 -0.521
H 36.847000 39.881000 11.135000 -0.164 -1.439 -0.420 0.381
H 37.242000 38.178000 10.207000 0.070 1.867 1.684 0.058
H 38.466000 39.427000 10.818000 -0.637 -1.038 0.418 0.373
H 36.406000 37.858000 12.548000 1.306 0.230 0.442 0.215
H 38.264000 36.329000 11.848000 -0.260 -0.912 -1.261 -0.063
H 38.684000 36.637000 13.364000 0.448 -0.499 2.798 0.376
H 39.461000 37.573000 12.068000 0.602 -0.017 0.182 0.289
H 38.056000 39.923000 13.048000 1.289 4.565 -2.345 0.277
C 35.741000 29.350000 14.534000 -1.338 3.060 1.126 -0.874
C 34.762000 28.588000 15.430000 1.171 -0.211 -0.190 0.532
C 35.435000 27.297000 15.792000 -4.468 -3.575 0.237 -1.413
O 34.591000 29.413000 16.571000 5.786 -9.621 3.359 -0.518
H 36.621000 29.808000 15.113000 -1.230 -1.222 -0.557 0.099
H 35.093000 30.251000 14.353000 1.048 -0.295 -0.886 0.228
H 36.076000 28.896000 13.637000 0.096 -0.501 -0.860 0.410
H 33.718000 28.360000 15.096000 1.049 0.257 -0.748 0.226
H 34.704000 26.773000 16.520000 1.445 0.709 -0.462 0.306
H 36.386000 27.311000 16.172000 2.275 0.634 1.191 0.409
H 35.456000 26.469000 15.000000 -0.118 1.686 0.324 0.330
H 34.165000 30.102000 16.398000 -5.673 9.106 -2.557 0.258
C 36.736000 32.985000 8.507000 -2.686 -0.997 1.658 -0.834
C 37.436000 34.311000 8.657000 -1.356 -0.551 2.718 -0.239
C 36.499000 35.451000 8.948000 2.549 -4.848 3.653 -2.163
O 38.428000 34.141000 9.612000 -1.424 -2.686 1.334 -0.548
H 35.799000 33.247000 7.930000 0.194 -0.569 1.372 0.350
H 36.622000 32.364000 9.547000 -0.423 1.996 -2.508 0.040
H 37.094000 32.233000 7.847000 1.570 -0.231 -0.635 0.394
H 37.814000 34.503000 7.770000 2.411 0.971 -4.468 0.786
H 35.989000 35.388000 9.855000 -1.205 -1.734 2.067 0.665
H 35.791000 35.499000 8.330000 -5.771 -0.352 -5.539 0.721
H 36.585000 36.393000 9.132000 3.349 6.313 0.151 0.650
H 39.072000 34.767000 9.538000 2.688 2.737 -0.269 0.266
C 38.468000 31.887000 16.338000 -1.923 5.681 0.038 -1.588
C 39.232000 33.071000 16.932000 1.624 -2.387 0.317 0.257
C 39.572000 34.026000 15.749000 -3.112 2.099 2.280 -1.351
O 38.570000 33.753000 17.959000 -0.178 -0.060 2.740 -0.587
H 37.694000 32.330000 15.701000 -0.619 -0.650 0.548 0.165
H 38.260000 31.122000 16.938000 -1.761 -2.637 3.007 0.656
H 39.084000 31.484000 15.704000 3.741 -2.186 -4.003 0.593
H 40.050000 32.512000 17.536000 0.024 1.271 -1.778 0.349
H 40.324000 33.817000 15.085000 1.053 -2.125 -2.325 0.585
H 40.145000 34.874000 16.119000 -0.843 0.807 0.802 0.421
H 38.510000 34.410000 15.271000 2.935 -0.970 1.009 0.140
H 38.869000 33.356000 18.860000 -0.962 1.146 -2.625 0.361
C 40.220000 27.636000 9.141000 2.676 -0.822 0.777 -1.665
C 40.518000 27.509000 10.718000 -2.905 -2.806 -3.495 0.688
C 41.706000 28.298000 10.992000 -5.805 6.383 5.488 -1.700
O 39.298000 27.925000 11.361000 2.512 2.980 -0.525 -0.431
H 39.730000 28.421000 8.654000 0.180 3.158 0.549 0.461
H 39.569000 27.061000 8.613000 -2.610 -3.661 0.052 0.528
H 41.065000 27.344000 8.504000 0.671 0.665 0.531 0.392
H 40.703000 26.306000 10.918000 -0.307 3.075 -0.266 0.181
H 41.943000 28.205000 12.040000 0.070 0.230 0.669 0.360
H 41.708000 29.448000 10.761000 -0.543 -2.229 0.193 0.257
H 42.413000 27.905000 10.566000 7.687 -4.020 -4.968 0.734
H 38.841000 27.205000 11.663000 -1.685 -2.829 1.110 0.210
```
Positions in Å, forces in eV/Å.

SMILES: CC(C)O.CC(C)O.CC(C)O.CC(C)O.CC(C)O.OCCO
Largest force on an atom: 0.2279 Eh/bohr
Calculated total energy: -1201.57527 Ha
ΔE to the lowest compared entry with this formula, charge and spin: 691.32 kJ/mol
LUMO level: 0.5 eV

Ordered gap between HOMO and LUMO results: 0.1212 0.3605; unit Eh.